Here is C19H19EuN4O4S as an isolated structure in a non-equilibrium geometry from the Open Molecules 2025 dataset. Energies are from ωB97M-V/def2-TZVPD.

XYZ file:
```
48
Properties=species:S:1:pos:R:3:forces:R:3
Eu 0.201666 0.092574 0.709660 -1.5 0.2 -0.6
C -1.846790 2.787526 0.442273 1.0 0.4 0.3
C -0.421520 2.866110 0.342399 -1.1 0.6 2.2
C -0.025263 2.270687 -0.839719 0.2 0.1 -1.5
C -1.194828 1.857783 -1.533275 -0.1 0.4 0.4
C -2.292250 2.217444 -0.747528 -0.6 -0.6 -0.5
H -2.469611 3.200218 1.239424 0.3 -0.3 -0.2
H 0.194968 3.272521 1.141521 0.1 0.1 -0.3
H 0.875674 2.525639 -1.359194 0.8 -0.3 -0.1
H -1.246704 1.430511 -2.511280 0.0 -0.2 -0.4
H -3.324985 2.107396 -1.053633 0.0 -0.3 0.2
N -1.753189 -1.259700 2.011346 0.9 0.1 1.4
C -3.021824 -1.201045 1.384266 -1.1 -0.4 -0.7
C -4.207265 -0.960000 2.070708 0.5 -0.2 0.5
C -5.404611 -0.790593 1.399210 -0.4 0.4 1.3
C -5.513209 -0.917794 0.051124 1.1 -0.1 -0.5
C -4.332499 -1.176785 -0.712829 -0.3 0.3 1.3
C -4.290245 -1.163048 -2.096774 -1.0 -0.2 -0.6
C -3.156189 -1.609549 -2.756009 2.0 0.1 0.8
C -1.957857 -1.611407 -2.053248 -1.5 -0.4 -0.4
N -1.922725 -1.436930 -0.734869 1.6 0.1 1.5
C -3.085641 -1.367689 -0.001522 -0.1 1.0 -1.3
H -1.310407 -2.149194 1.810927 0.1 -0.2 -0.1
H -1.765474 -1.162492 3.047430 -0.4 0.0 -1.1
H -4.191917 -0.991491 3.147147 0.0 0.3 0.3
H -6.257290 -0.470958 2.000254 0.0 -0.4 -0.2
H -6.471465 -0.804028 -0.396629 -0.5 0.2 -0.6
H -5.102961 -0.780117 -2.705598 -0.4 -0.3 0.3
H -3.153198 -1.975850 -3.743015 -0.1 0.2 -1.3
H -1.021192 -1.714335 -2.576083 0.3 -0.3 0.0
O 2.992540 -1.331967 -2.806815 2.5 0.5 -3.3
C 3.889580 -1.286208 -3.606117 0.1 -0.8 2.4
O 4.902474 -1.333374 -4.211436 -2.5 0.4 0.6
C 2.883473 -2.320328 -0.427779 -3.7 1.9 1.5
O 3.822543 -3.014676 -0.516275 -1.8 1.5 0.0
O 1.846379 -1.659676 -0.233429 5.6 -3.6 -1.2
S 2.126934 0.892993 2.590810 0.3 0.2 0.0
C 3.647892 0.783330 1.779951 -2.5 -0.3 1.6
N 4.692500 0.153569 2.397941 0.5 -1.3 0.4
C 5.921793 0.336456 1.680985 0.6 1.2 1.6
C 5.556606 1.258889 0.503720 -0.6 0.0 0.2
N 4.086144 1.355186 0.631052 1.3 0.7 -2.6
H 4.615164 -0.044121 3.387045 0.3 0.3 -0.4
H 6.309323 -0.574411 1.304225 0.5 -1.1 -0.3
H 6.670993 0.770578 2.401738 -0.3 -0.2 -1.0
H 5.929249 0.818526 -0.426232 -0.5 -0.1 -0.1
H 6.078459 2.204604 0.563844 0.0 0.6 0.3
H 3.496759 1.905222 0.010310 0.4 -0.3 0.6
```
Forces are in eV/Å.

Output
Electronic energy ... -64323.2568 eV
Expectation value of S² ... 15.7924
Multiplicity ... 8
Charge ... -1

=====

Here is C53H32F6N6O7S3Sn as an isolated structure in a non-equilibrium geometry from the Open Molecules 2025 dataset. Energies are from ωB97M-V/def2-TZVPD.

XYZ file:
```
108
Properties=species:S:1:pos:R:3:forces:R:3
Sn 0.600343 0.878285 0.107605 0.4 0.2 -0.4
C -6.148634 0.020998 -3.650032 0.7 0.5 0.1
C -5.830249 -0.946888 -2.695109 -2.2 -0.1 -0.7
C -4.642313 -0.922669 -2.048475 0.1 0.3 0.0
C -3.711606 0.074573 -2.297031 -0.4 0.0 -1.9
C -3.974351 0.978677 -3.314416 -0.6 1.0 -0.2
C -5.209867 1.007126 -3.952416 -0.1 -1.3 0.8
C -2.457425 0.170470 -1.595923 -0.2 -0.3 1.9
C -1.320640 -0.144644 -2.211017 1.9 -0.3 -1.3
C -1.247964 -0.571081 -3.608110 -0.5 -2.3 -2.2
C 0.035717 -0.940465 -3.920533 -1.7 1.4 -1.2
C 0.848673 -0.555240 -2.773993 0.2 -0.7 -0.7
C 2.213810 -0.728353 -2.669795 1.7 0.9 1.8
C 3.129821 -0.941469 -3.827654 -1.1 -2.6 0.4
C 3.470576 -2.297050 -4.051111 -0.4 -0.2 1.9
C 4.469445 -2.638552 -4.909908 0.8 0.7 -1.8
C 5.109221 -1.703472 -5.755712 -1.3 1.0 1.2
C 4.609010 -0.383703 -5.590502 3.0 -0.3 -1.9
C 3.716710 -0.018463 -4.657362 -1.7 2.2 1.9
C 2.900963 -0.813811 -1.373485 -1.5 0.5 0.0
N 2.331982 -0.545648 -0.136794 1.0 -0.3 -3.0
C 3.261484 -0.988226 0.784310 -0.6 -0.3 1.9
C 2.916499 -1.258557 2.073507 -1.5 0.0 1.6
C 3.846235 -1.936105 3.079485 0.3 4.0 -2.3
C 3.663360 -3.217498 3.310489 -0.7 -4.4 0.2
C 4.476487 -3.919405 4.248008 -1.4 0.8 0.0
C 5.461284 -3.198138 4.910989 0.1 -0.8 -0.3
C 5.728572 -1.860957 4.571608 -2.1 -1.2 -0.7
C 4.875742 -1.206018 3.668074 0.8 -0.6 1.5
C 1.507550 -1.106399 2.573314 2.6 1.3 -1.6
C 0.959424 -1.643563 3.724503 2.7 -1.1 0.6
C -0.358876 -1.398274 3.692730 -0.5 1.3 -1.8
C -0.547564 -0.637644 2.512505 -4.5 0.3 1.6
N 0.545039 -0.388564 1.892012 3.3 -1.2 -1.1
C -1.791732 -0.171259 1.876057 -0.3 -0.2 0.6
C -2.715624 0.732399 -0.185081 3.2 0.4 -1.3
C -3.044036 2.188721 -0.385538 0.5 1.7 -0.2
C -4.166353 2.295025 0.428550 -0.1 -2.2 0.6
C -4.092268 0.930362 0.165398 -3.6 0.3 0.8
N -1.693306 0.347841 0.709611 0.9 -0.2 0.3
C -3.052006 -0.352036 2.667921 0.1 -0.3 0.7
C -3.940262 -1.391612 2.480630 -0.5 -1.0 -1.7
C -4.992027 -1.700023 3.340573 0.4 0.1 -0.7
C -5.089826 -0.903872 4.448150 -2.1 -1.0 1.7
C -4.242108 0.119258 4.698567 0.7 1.6 1.9
C -3.206256 0.369180 3.840771 2.1 1.0 0.5
C 4.430169 -1.462076 0.128991 2.1 -0.2 1.3
C 4.248534 -1.356677 -1.170930 -0.7 0.1 -1.9
N 0.036703 -0.132708 -1.818065 -1.1 0.9 3.0
H -7.088575 0.047826 -4.157967 -0.5 -0.2 -0.1
H -6.606559 -1.673457 -2.368280 0.7 0.4 -0.5
H -4.533442 -1.694940 -1.344748 0.8 -0.6 1.1
H -3.302871 1.791804 -3.607033 0.1 -0.6 0.5
H -5.412365 1.788713 -4.638608 -0.2 0.4 -0.7
H -2.102053 -0.792335 -4.340666 1.2 0.6 1.4
H 0.317677 -1.234710 -4.957555 0.1 0.0 1.2
H 3.111405 -3.136858 -3.353248 0.1 1.6 -1.2
H 4.684459 -3.662279 -4.960258 0.7 -1.4 -0.2
H 5.953281 -1.940620 -6.413928 -0.6 0.1 0.2
H 5.058697 0.497412 -6.069615 0.1 -0.8 -0.4
H 3.536029 1.086818 -4.495282 0.0 -1.4 -0.2
H 2.834256 -3.676316 2.695933 1.0 0.0 1.1
H 4.124775 -4.892143 4.611234 0.6 0.2 -0.4
H 6.026555 -3.713395 5.705417 -0.2 0.5 -0.4
H 6.451837 -1.424979 5.177225 1.2 1.4 0.5
H 4.898522 -0.139143 3.582203 0.2 0.4 -0.3
H 1.577198 -2.173526 4.454243 -0.6 0.2 -0.2
H -1.038283 -1.717444 4.379906 -2.0 -0.6 1.6
H -2.894803 2.721191 -1.333488 -0.2 -0.4 -0.1
H -5.059022 2.837446 0.730114 0.8 0.5 -0.1
H -3.814702 -2.003447 1.589650 0.0 0.0 0.0
H -5.691127 -2.520299 3.131604 0.5 0.4 0.1
H -5.786487 -1.119802 5.272045 -0.1 -0.1 -0.7
H -4.323483 0.679320 5.683780 0.2 -0.7 -1.5
H -2.347454 0.986487 4.194220 -1.0 0.0 -0.5
H 5.385852 -1.818153 0.554566 -1.0 0.1 0.2
H 4.942430 -1.721396 -1.917100 -0.3 0.3 -0.1
F 2.405939 -1.073187 6.441062 -0.6 0.3 0.8
C 2.540456 -0.336415 7.559819 0.3 -0.5 1.0
F 2.901698 -1.192606 8.574074 -0.3 0.6 -0.9
F 1.406125 0.265706 7.958776 0.2 -1.1 -0.8
S 3.805297 0.968490 7.249978 -0.3 0.6 -0.6
O 3.579879 1.271205 5.841804 0.7 -0.6 1.2
O 5.064492 0.411196 7.693041 -0.7 0.3 -0.3
N 3.285015 2.105982 8.237049 0.6 1.1 -0.7
S 2.418736 3.344259 7.635675 0.5 -2.4 -0.9
O 1.335924 2.887923 6.829479 -0.7 0.0 -0.5
O 2.141447 4.259862 8.668411 0.0 1.2 1.5
C 3.458147 4.315134 6.417904 0.4 -0.9 1.4
F 4.684002 4.505695 7.021336 -0.6 -0.3 -1.3
F 2.918699 5.493079 6.237053 -0.4 1.3 0.1
F 3.498722 3.747402 5.229497 0.9 0.0 0.1
O -1.358618 -0.535046 -7.930338 0.9 0.2 -0.3
S -2.573879 -0.098867 -7.307111 -0.5 -0.2 -1.5
O -3.167188 -1.076962 -6.443686 -0.1 -0.5 1.5
N -3.699728 0.361618 -8.370743 0.5 0.3 0.5
C -4.243512 1.527263 -7.962360 1.4 -1.5 -0.3
O -5.186787 2.095804 -8.434505 -2.4 1.1 -1.2
C -3.488506 2.185266 -6.879565 2.1 -1.1 0.2
C -3.804273 3.374483 -6.355822 0.4 1.3 2.1
C -2.974709 3.929541 -5.343001 -1.1 0.6 -1.0
C -1.859936 3.182177 -5.009238 0.6 1.4 1.8
C -1.525245 1.928028 -5.465163 -1.9 0.3 -2.0
C -2.351209 1.473327 -6.473988 -1.1 -0.5 0.0
H -4.768798 3.708436 -6.612103 -0.9 1.1 -0.4
H -3.234344 4.949148 -4.881886 0.6 -1.8 -0.6
H -1.255521 3.568004 -4.206831 0.4 0.2 0.3
H -0.772176 1.340459 -5.058299 1.4 -0.6 0.6
```
Forces are in eV/Å.

Output
Electronic energy ... -133390.3769 eV
Charge ... -2

=====

Here is C30H29BiF6N5O4S as an isolated structure in a non-equilibrium geometry from the Open Molecules 2025 dataset. Energies are from ωB97M-V/def2-TZVPD.

XYZ file:
```
76
Properties=species:S:1:pos:R:3:forces:R:3
Bi 0.346670 0.331392 0.339532 0.7 2.6 0.6
C -5.052571 -0.054786 -1.177656 0.3 2.2 0.3
N -4.625043 -0.087053 0.198960 0.1 -0.9 1.0
C -5.544392 -0.789951 1.061148 0.9 -0.1 1.4
C -4.153925 1.118113 0.869575 -0.6 -0.1 -0.1
C -2.726352 1.457340 0.425082 0.7 1.9 0.2
N -1.675830 1.133216 1.419767 -0.5 -1.3 -1.1
C -1.737990 1.709767 2.642632 0.8 1.3 2.9
C -2.001210 0.969400 3.896751 -0.1 1.7 -3.0
F -2.548484 -0.233702 3.853229 -0.1 -1.3 -0.5
C -1.815351 1.485511 5.128920 0.7 -0.2 1.0
F -1.975767 0.610168 6.155431 -0.2 0.4 0.3
C -1.309706 2.746535 5.372174 0.1 -0.3 0.6
C -1.097066 3.500139 4.248383 0.5 1.3 -0.9
F -0.549721 4.752503 4.301579 -0.3 -0.4 0.7
C -1.324285 3.071877 2.946020 -0.7 -1.3 -0.8
F -1.109837 3.984856 1.946117 -0.2 -1.1 0.9
H -5.970397 0.559230 -1.388553 0.4 -0.1 0.4
H -5.279575 -1.013930 -1.531388 -0.2 -1.7 -0.3
H -4.251102 0.343635 -1.813448 -0.1 0.0 0.1
H -6.549304 -0.481893 0.891726 -1.3 0.5 0.0
H -5.286649 -0.586391 2.165760 -0.4 -0.6 -1.8
H -5.515080 -1.857712 0.878248 0.1 -0.4 0.0
H -4.142670 0.883108 1.971955 0.1 0.4 -1.2
H -4.937380 1.940766 0.725972 1.1 -0.4 0.1
H -2.703677 2.582734 0.294667 0.0 -0.9 -0.4
H -2.465211 0.938779 -0.542690 -0.4 0.7 1.1
H -1.034026 2.987760 6.402981 -0.1 0.3 -0.6
C 7.838070 1.308793 -3.709397 1.8 -0.3 0.3
C 6.640950 0.830755 -2.964838 -1.0 -0.3 -0.1
C 6.610140 0.680389 -1.574991 -0.5 0.2 -0.1
C 5.476169 0.177726 -0.924018 -0.4 -0.4 -1.5
C 4.423846 -0.205494 -1.750529 -0.8 -0.1 -0.8
C 4.392440 -0.066723 -3.179696 -0.2 -0.4 2.3
C 5.495714 0.529501 -3.750766 0.6 -0.3 -0.6
S 2.965795 -1.026670 -1.073298 0.2 0.4 2.0
O 1.839344 -0.624122 -1.914603 0.2 0.0 -0.1
O 3.324907 -2.425316 -1.083823 0.0 -0.2 0.0
N 2.635598 -0.434333 0.377077 -0.3 0.2 -2.1
C 3.166123 -0.769218 1.672627 0.9 0.0 -1.4
C 2.185725 -0.325360 2.739200 0.8 0.7 -1.0
O 2.498433 -0.588421 3.866425 -0.3 -0.3 1.7
O 1.182968 0.403298 2.354810 -0.9 -0.4 0.4
H 8.606875 0.482566 -4.003961 -1.3 1.4 0.8
H 8.326891 2.123825 -3.147961 0.3 -0.6 -0.1
H 7.523816 1.782669 -4.613185 -0.2 0.2 -0.8
H 7.421862 1.038420 -0.963442 0.4 -0.1 -0.1
H 5.398622 -0.009386 0.138958 0.2 0.3 0.0
H 3.470266 -0.509835 -3.610113 0.9 0.8 -0.4
H 5.562072 0.726013 -4.849292 -0.1 -0.3 1.0
H 4.162923 -0.268082 1.846878 -1.0 -0.4 0.2
H 3.291253 -1.843643 1.754340 0.2 -0.3 0.3
C -2.199005 -3.196691 2.145291 0.5 0.1 -0.1
C -2.965031 -3.787835 1.117231 1.4 0.6 0.3
C -2.702130 -3.315266 -0.164255 -0.5 0.1 -1.3
C -1.644465 -2.400121 -0.427181 0.5 -1.9 3.3
N -0.709925 -2.183864 0.560258 -2.0 0.5 0.2
C -1.063115 -2.440444 1.864706 0.4 0.0 -2.3
C -1.389042 -1.876773 -1.758791 -0.2 0.5 -2.4
C -1.256963 -2.769889 -2.853687 0.1 0.7 0.5
C -1.139998 -2.236850 -4.126075 -0.4 0.4 -0.7
C -1.105168 -0.838671 -4.308552 0.4 -0.5 0.4
C -1.134868 -0.041214 -3.167247 -0.8 1.4 0.3
N -1.405418 -0.538956 -1.946213 1.0 -0.8 -0.2
H -2.364339 -3.316034 3.190491 -0.5 -0.6 0.6
H -3.596674 -4.664949 1.297523 -0.2 0.8 0.0
H -3.339526 -3.670164 -1.019726 0.8 0.5 0.9
H -0.325713 -2.030210 2.594363 -1.0 -0.6 -0.3
H -1.246013 -3.844534 -2.688732 0.0 0.2 0.0
H -1.148250 -2.895582 -5.011979 0.2 0.4 0.6
H -1.017719 -0.396035 -5.303444 0.0 -0.2 0.4
H -1.060873 1.123300 -3.209280 -0.1 -2.3 0.0
F 1.971786 3.362928 0.990382 0.9 -0.2 0.9
C 1.276844 2.709115 0.044800 -0.5 -1.2 -1.5
F 0.257767 3.597578 -0.241791 -0.6 -0.1 -0.6
H 1.902969 2.662396 -0.897364 -0.2 0.1 0.8
```
Forces are in eV/Å.

Output
Electronic energy ... -80198.6984 eV
Charge ... -1

=====

Here is one molecule with the formula C3H5NO2 from the Open Molecules 2025 dataset. Energies are from ωB97M-V/def2-TZVPD.

XYZ file:
```
11
Properties=species:S:1:pos:R:3:forces:R:3
N 1.241559 -1.229807 -0.646401 0.1 0.0 -0.1
C 0.147630 -0.427391 -0.753099 -0.1 0.1 -0.1
O -0.321861 -0.075540 -1.819762 0.2 -0.1 0.3
C -0.477725 -0.020804 0.575359 0.0 0.0 0.1
C -0.844766 1.449949 0.582227 0.1 0.2 0.2
O -0.458668 2.206556 1.439358 -0.2 -0.3 -0.3
H 1.697944 -1.394374 0.235664 -0.1 0.0 -0.1
H 1.727087 -1.482115 -1.494023 -0.1 0.0 0.1
H 0.174197 -0.208203 1.432370 -0.1 0.0 -0.1
H -1.394244 -0.613615 0.695198 0.1 0.1 -0.1
H -1.491152 1.795344 -0.246891 0.1 -0.1 0.1
```
Forces are in eV/Å.

Output
Electronic energy ... -8777.2664 eV
Structure (SMILES) ... NC(=O)CC=O
Charge ... 0

=====

Here is C25H20N7OSSn as an isolated structure from the Open Molecules 2025 dataset. Energies are from ωB97M-V/def2-TZVPD.

XYZ file:
```
55
Properties=species:S:1:pos:R:3:forces:R:3
Sn 0.581688 0.040114 0.303961 0.0 0.2 0.2
C 0.929689 -3.575400 4.448489 0.0 0.0 0.0
C 0.660429 -3.940016 3.134892 0.0 0.0 0.0
C 0.118720 -3.015256 2.256882 0.0 0.0 0.0
C -0.152387 -1.722648 2.694442 -0.1 0.0 0.0
C 0.110059 -1.357407 4.006880 0.0 0.0 0.0
C 0.652353 -2.287902 4.883303 0.0 0.0 0.0
N -0.673368 -0.748450 1.783949 0.1 -0.3 -0.2
C -2.002077 -0.761634 1.488579 0.0 0.1 0.0
C -2.943745 -1.610383 2.100394 -0.2 0.0 0.0
C -4.272730 -1.514152 1.760769 0.1 0.0 0.0
C -4.749540 -0.585770 0.813534 0.0 0.1 -0.1
C -3.865567 0.264677 0.211949 -0.1 0.0 0.0
C -2.501764 0.177382 0.541684 0.1 0.1 -0.1
N -1.525692 0.985183 0.041214 -0.1 -0.2 0.2
N -1.734749 2.014002 -0.630087 -0.1 0.0 0.0
C -0.526463 2.719807 -0.837374 0.0 0.1 0.0
C -0.576110 3.917925 -1.529668 0.0 0.0 0.0
C 0.581700 4.664043 -1.636324 0.0 0.0 0.0
C 1.750655 4.197145 -1.045775 0.0 0.0 0.0
C 1.725532 2.981325 -0.397334 0.0 0.0 0.0
N 0.604824 2.252350 -0.299915 0.2 0.0 0.0
H 1.354108 -4.297147 5.133389 0.0 0.0 0.0
H 0.874639 -4.944410 2.794698 0.0 0.0 0.0
H -0.094237 -3.282676 1.227610 0.0 0.0 0.0
H -0.107821 -0.347381 4.330616 0.0 0.0 0.0
H 0.858031 -2.004866 5.907066 0.0 0.0 0.0
H -2.620692 -2.332544 2.835933 0.0 0.0 0.0
H -4.977214 -2.180145 2.242599 0.0 0.0 0.0
H -5.801800 -0.549987 0.571595 0.0 0.0 0.0
H -4.181635 0.998470 -0.517238 0.0 0.0 0.0
H -1.520147 4.234173 -1.949183 0.0 0.0 0.0
H 0.575148 5.607147 -2.165886 0.0 0.0 0.0
H 2.671448 4.759728 -1.089885 0.0 0.0 0.0
H 2.618841 2.561319 0.044719 0.0 0.0 0.0
N 4.953296 0.359426 1.177592 0.0 0.0 0.0
C 3.735897 0.168359 0.638728 -0.1 0.0 -0.2
S 2.485852 -0.332122 1.775976 0.0 0.2 0.0
N 3.596254 0.362071 -0.639345 0.0 0.0 0.1
N 2.330612 0.129075 -1.118191 -0.1 -0.1 0.0
C 2.171295 0.191710 -2.390495 0.1 0.0 0.0
C 0.911332 -0.027803 -3.057435 0.0 0.0 -0.1
C 0.812710 0.348372 -4.406168 0.0 0.0 0.0
C -0.345303 0.148189 -5.122359 0.0 0.0 0.0
C -1.430771 -0.462230 -4.494710 0.0 0.0 0.0
C -1.351598 -0.860174 -3.174648 -0.1 0.0 0.0
C -0.186975 -0.648784 -2.436852 -0.1 -0.1 0.1
O -0.159186 -1.088301 -1.164137 0.1 0.1 -0.1
H 5.116106 0.185690 2.152391 0.0 0.0 0.0
H 5.735926 0.514250 0.563798 0.0 0.0 0.0
H 3.043983 0.430843 -2.995371 0.0 0.0 0.0
H 1.674090 0.802453 -4.881919 0.0 0.0 0.0
H -0.406415 0.446736 -6.159117 0.0 0.0 0.0
H -2.345460 -0.634879 -5.046638 0.0 0.0 0.0
H -2.181771 -1.349497 -2.681582 0.0 0.0 0.0
```
Forces are in eV/Å.

Output
Electronic energy ... -55389.3539 eV
Charge ... +1

=====

Here is H2NO4S as an isolated structure in a non-equilibrium geometry from the Open Molecules 2025 dataset. Energies are from ωB97M-V/def2-TZVPD.

XYZ file:
```
8
Properties=species:S:1:pos:R:3:forces:R:3
N 2.449972 0.223052 0.885807 -0.2 1.4 0.2
O -0.290194 -0.483436 -0.851985 1.1 0.6 -1.0
O -2.710222 0.354866 -0.487587 -2.1 -3.2 -2.8
O 1.346087 0.769026 0.412082 0.2 0.5 0.1
O 2.572877 -0.950064 0.781521 -0.2 -1.2 -0.3
S -1.690460 -1.041608 -0.587023 -1.3 -0.1 0.8
H 0.568407 0.175503 -0.141738 0.1 -0.9 0.3
H -2.246468 0.952660 -0.011078 2.3 2.9 2.6
```
Forces are in eV/Å.

Output
Electronic energy ... -20545.7666 eV
Charge ... -1